Record 1
A structure of composition C47H46LuN7O6S4 at a distorted geometry. Source: the Open Molecules 2025 dataset; level of theory: the ωB97M-V functional and the def2-TZVPD basis.

## Properties
- E (eV) = -149166.6217
- energy above the lowest of the compared OMol25 structures with the same formula, charge and spin (kJ/mol) = 133.53
- molar mass (g/mol) = 1108.16

Each line ends with the Mulliken charge.
Geometry (Å):
Lu  -1.468386  -0.402190  1.544346  2.076
C  -0.682005  0.147135  4.769448  -1.038
O  -0.171590  -0.671811  3.671256  0.705
C  0.317816  -1.929813  3.964284  0.949
C  0.849709  -2.148029  5.225495  -0.833
C  1.384760  -3.394508  5.526241  -0.670
C  1.304200  -4.451589  4.610016  -0.711
C  0.729562  -4.185830  3.331108  -0.687
C  0.335912  -2.898309  2.952905  -0.396
N  -0.223935  -2.542424  1.698743  1.109
N  0.180506  -3.272129  0.738733  -0.765
C  -0.241800  -3.082148  -0.557613  -0.420
C  -1.294895  -2.273911  -0.966237  0.284
O  -2.027734  -1.614733  -0.138549  -0.463
C  -1.639680  -2.242613  -2.382215  -1.099
C  -0.731510  -2.693825  -3.303212  -0.677
C  0.478629  -3.415456  -2.889441  0.310
C  1.372286  -3.864818  -3.863373  -0.355
C  2.509219  -4.527064  -3.496093  -0.722
C  2.734585  -4.692432  -2.135155  -0.546
C  1.832577  -4.377674  -1.168028  -0.852
C  0.680528  -3.669842  -1.548096  1.612
H  0.064382  0.275323  5.510190  0.409
H  -1.578618  -0.359890  5.099671  0.395
H  -0.852452  1.141522  4.301175  0.074
H  1.050420  -1.375329  5.916355  0.327
H  1.847117  -3.607023  6.491680  0.399
H  1.687581  -5.450421  4.773726  0.419
H  0.755715  -5.003759  2.589740  0.402
H  -2.591643  -1.834809  -2.688184  0.516
H  -0.877330  -2.530650  -4.347497  0.488
H  1.204282  -3.818815  -4.965227  0.295
H  3.250939  -4.939155  -4.215068  0.397
H  3.658608  -5.190825  -1.826893  0.396
H  2.106459  -4.476832  -0.126185  0.391
S  1.204733  -0.263893  -0.372746  -0.045
C  0.987081  0.787530  -1.597048  0.435
N  1.493720  0.659321  -2.801745  0.543
C  1.406553  1.757104  -3.736234  -0.862
C  1.541187  3.055621  -2.980158  -0.817
N  0.448438  3.127234  -1.949710  0.452
C  -0.350899  4.331581  -1.961913  -1.256
C  0.473793  5.596102  -1.820750  0.821
C  -0.017981  6.791407  -2.307485  -0.788
C  0.649323  7.978262  -2.102248  -0.581
C  1.921743  8.037038  -1.592132  -0.539
C  2.469051  6.824821  -1.143631  -0.672
C  1.731113  5.627245  -1.185234  0.658
C  0.076131  1.964800  -1.339617  -0.294
S  -1.398788  1.792796  -0.628704  -0.332
C  2.140156  -0.590843  -3.191395  -0.850
C  3.657380  -0.575060  -2.984684  1.405
C  4.315213  0.329883  -2.132694  -0.048
C  5.674688  0.251628  -2.033601  -0.694
C  6.445576  -0.681290  -2.699071  -0.791
C  5.741116  -1.649160  -3.480290  -0.737
C  4.364575  -1.558897  -3.647499  -0.493
H  0.454927  1.721812  -4.285300  0.326
H  2.181036  1.591931  -4.504318  0.547
H  1.367134  3.872826  -3.691638  0.614
H  2.512708  3.125857  -2.452070  0.221
H  -1.034944  4.197583  -1.146877  0.595
H  -0.988517  4.472399  -2.890956  0.195
H  -0.963503  6.785110  -2.872580  0.312
H  0.225783  8.864995  -2.513361  0.362
H  2.426353  8.988091  -1.468806  0.400
H  3.491152  6.735280  -0.664870  0.246
H  2.208676  4.746947  -0.774305  -0.064
H  1.954514  -0.872997  -4.244055  0.564
H  1.761540  -1.364946  -2.553710  -1.046
H  3.757799  1.084290  -1.556522  0.255
H  6.202164  0.980260  -1.417329  0.432
H  7.520512  -0.657736  -2.693579  0.435
H  6.252703  -2.493464  -3.920125  0.401
H  3.816806  -2.252361  -4.252270  0.477
C  -8.600011  -4.398198  0.239880  -1.346
C  -7.497888  -3.560483  0.873816  1.082
C  -6.211695  -4.069109  1.070744  -0.935
C  -5.203297  -3.220777  1.618799  0.015
C  -5.512290  -1.912632  1.902889  -0.092
C  -6.786639  -1.423075  1.718666  -0.862
C  -7.772594  -2.221955  1.190759  -0.822
S  -4.305940  -0.819410  2.645809  1.255
O  -3.030680  -1.613081  2.856603  -0.715
O  -5.003366  -0.299604  3.812625  -0.735
N  -3.783371  0.281518  1.681563  -0.354
C  -4.045462  1.669856  2.017021  -0.611
C  -2.680095  2.398549  2.180080  0.299
O  -2.645517  3.626525  2.242568  -0.735
O  -1.599742  1.622749  2.306990  -0.551
H  -8.225604  -4.804102  -0.695890  0.344
H  -9.451501  -3.731152  0.051345  0.330
H  -8.915242  -5.203671  0.794092  0.348
H  -5.978463  -5.127751  0.823906  0.329
H  -4.205219  -3.577357  1.783182  0.545
H  -6.901346  -0.374615  2.010326  0.393
H  -8.699334  -1.756790  0.883743  0.248
H  -4.556662  1.819050  2.936535  0.473
H  -4.670840  2.112235  1.249548  0.372
S  4.653909  4.090689  0.448785  -0.372
C  3.614505  3.267749  1.463378  0.000
N  2.366608  3.676870  1.811308  -0.111
C  1.533608  2.596035  2.276632  0.367
C  2.606384  1.660853  2.812462  -0.418
N  3.730260  2.039136  2.011481  -0.017
H  2.023013  4.519920  1.446244  0.317
H  0.982043  2.099986  1.520969  -0.494
H  0.839862  3.003007  3.054442  0.338
H  2.431446  0.609259  2.595847  0.165
H  2.803260  1.706532  3.903361  0.212
H  4.622940  1.568813  1.952702  0.234

Cartesian forces (eV/Å) of the 3 atoms listed first:
Lu -1.0 -0.1 0.2
C -0.2 0.4 -1.7
O -0.2 0.3 -0.9

---

Record 2
A cluster of 2 separate species, Cl2H2N2S2 in total at a distorted geometry. Source: the Open Molecules 2025 dataset; level of theory: the ωB97M-V functional and the def2-TZVPD basis.

## Properties
- E (eV) = -49722.3212
- energy above the lowest of the compared OMol25 structures with the same formula, charge and spin (kJ/mol) = 291.24
- molar mass (g/mol) = 165.07

Each line ends with the Mulliken charge.
Geometry (Å):
N  0.943249  1.047733  0.637494  -0.132
N  0.640660  -0.963706  -0.760406  -0.101
S  -0.287789  1.849683  0.125700  0.060
S  -1.016000  -0.946915  -0.846784  -0.059
Cl  0.811592  0.161714  2.072363  -0.044
Cl  1.478897  -1.188929  -2.129026  -0.044
H  -1.398525  1.235570  0.502124  0.139
H  -1.172083  -1.195150  0.398535  0.182

Cartesian forces (eV/Å) of the 3 atoms listed first:
N 1.8 -0.9 0.6
N -0.7 -0.5 2.1
S -0.9 2.4 -1.0

---

Record 3
A structure of composition C34H30F10N4O2PSe2Ti at a distorted geometry. Source: the Open Molecules 2025 dataset; level of theory: the ωB97M-V functional and the def2-TZVPD basis.

## Properties
- E (eV) = -236074.7489
- energy above the lowest of the compared OMol25 structures with the same formula, charge and spin (kJ/mol) = 127.37
- charge = -1
- molar mass (g/mol) = 953.38

Each line ends with the Mulliken charge.
Geometry (Å):
Ti  -0.920330  0.859508  0.641919  -0.374
C  -1.152357  -1.671825  2.867481  -1.660
N  -1.580232  -0.309261  2.542304  1.383
C  -1.157057  0.538440  3.670194  -1.200
C  -1.134014  2.038997  3.386690  -0.789
N  -1.086229  2.318678  1.967907  0.961
C  -0.569564  3.502213  1.547673  -0.454
C  -1.141120  4.094681  0.393268  0.211
F  -2.169282  3.429280  -0.168573  -0.161
C  -0.717994  5.267482  -0.184138  0.008
F  -1.364914  5.786579  -1.228909  -0.383
C  0.362994  5.940256  0.362398  0.799
F  0.821445  7.075066  -0.190519  -0.357
C  0.963657  5.417334  1.492106  0.122
F  2.021077  6.043588  2.034716  -0.350
C  0.500956  4.255234  2.082107  0.178
F  1.160505  3.835714  3.177622  -0.366
C  -3.038942  -0.343362  2.376683  -1.241
C  -3.595247  0.775745  1.509850  -0.977
N  -2.908911  0.746981  0.228778  0.966
C  -3.593602  1.110539  -0.878223  0.347
C  -4.927124  1.595910  -0.958855  0.005
F  -5.611325  1.968190  0.152152  -0.361
C  -5.604299  1.768629  -2.150845  0.034
F  -6.889158  2.159563  -2.116831  -0.323
C  -4.993538  1.550720  -3.368620  0.693
F  -5.677045  1.668530  -4.521221  -0.336
C  -3.651313  1.205192  -3.356844  0.030
F  -3.000947  1.049264  -4.517755  -0.306
C  -2.999723  1.002961  -2.164194  -0.031
F  -1.694415  0.685793  -2.224980  -0.293
H  -1.666440  -2.037316  3.767826  0.345
H  -0.078816  -1.696371  3.045322  0.322
H  -1.383749  -2.351497  2.047634  0.449
H  -0.138816  0.240439  3.915680  0.514
H  -1.789267  0.337056  4.548581  0.396
H  -0.276333  2.445309  3.925500  0.346
H  -2.034456  2.516901  3.807700  0.295
H  -3.538370  -0.343570  3.357739  0.298
H  -3.287835  -1.278296  1.866050  0.458
H  -3.484338  1.758086  1.986433  0.143
H  -4.662448  0.563778  1.413004  0.752
Se  -0.479325  -1.484069  -0.705983  -0.673
P  1.027518  -2.376375  0.629712  -0.445
Se  1.563674  0.473913  1.758086  -0.648
C  2.542964  -2.713034  -0.361740  0.428
C  3.794282  -2.384611  0.152937  0.021
C  4.939389  -2.648859  -0.586287  -0.642
C  4.839249  -3.231882  -1.842653  -0.446
C  3.591457  -3.557699  -2.360324  -0.550
C  2.447986  -3.307640  -1.620474  -0.678
C  0.550173  -4.164306  0.786982  0.663
C  -0.611098  -4.715485  0.250535  -0.213
C  -0.905506  -6.057730  0.445505  -0.600
C  -0.051422  -6.858838  1.187316  -0.466
C  1.100493  -6.312690  1.739584  -0.564
C  1.396195  -4.974706  1.544900  -0.824
H  3.852414  -1.919218  1.130392  0.418
H  5.911694  -2.401261  -0.178811  0.403
H  5.734374  -3.434628  -2.416294  0.367
H  3.515318  -4.006147  -3.343399  0.374
H  1.466491  -3.554069  -2.007310  0.377
H  -1.271552  -4.095681  -0.343034  0.277
H  -1.806989  -6.481528  0.019408  0.399
H  -0.277431  -7.907752  1.331173  0.349
H  1.764211  -6.931078  2.331809  0.374
H  2.292654  -4.540400  1.972838  0.390
O  0.516184  3.495597  -1.987245  -0.691
C  0.828682  2.523335  -1.337948  0.341
O  0.072259  1.770841  -0.620267  0.475
C  2.310864  2.046921  -1.324075  0.409
N  2.292577  0.556400  -1.275150  0.702
C  3.025767  0.035293  -2.444759  -0.191
C  2.929139  1.166936  -3.462880  -0.781
C  3.075539  2.415090  -2.590477  -1.016
H  2.766960  2.445310  -0.414915  0.327
H  1.295691  0.254257  -1.274339  -0.650
H  2.609660  0.231643  -0.329113  -0.100
H  2.574448  -0.895333  -2.778678  0.113
H  4.063249  -0.147945  -2.161612  0.311
H  1.947592  1.163077  -3.939790  0.286
H  3.694375  1.092094  -4.233291  0.485
H  2.632137  3.296564  -3.049465  0.441
H  4.126548  2.614570  -2.375680  0.359

Cartesian forces (eV/Å) of the 3 atoms listed first:
Ti 2.7 -1.1 1.0
C 0.3 -0.5 0.0
N -0.3 0.3 -0.1

---

Record 4
An isolated molecule of CN2O3S at a distorted geometry. Source: the Open Molecules 2025 dataset; level of theory: the ωB97M-V functional and the def2-TZVPD basis.

## Properties
- E (eV) = -20985.7080
- energy above the lowest of the compared OMol25 structures with the same formula, charge and spin (kJ/mol) = 460.78
- molar mass (g/mol) = 120.09

Each line ends with the Mulliken charge.
Geometry (Å):
C  -0.042820  -0.515368  0.262362  0.115
N  -0.500106  -0.123093  1.283974  0.547
N  0.602228  -0.185581  -0.830940  0.618
O  -0.888451  -0.018318  2.361313  -0.563
O  -0.215751  0.808740  -1.635332  -0.233
O  1.574954  -0.695263  -1.365991  -0.515
S  -1.556024  1.444864  -1.165792  0.031

Cartesian forces (eV/Å) of the 3 atoms listed first:
C -0.4 -0.3 1.7
N 1.8 -1.0 -3.0
N 0.0 0.3 -0.3